A cluster of 9 separate species, C35H85NO13 in total in a non-equilibrium geometry, computed with ωB97M-V/def2-TZVPD.

Atoms and positions in Å:
C (2.38, -3.62, -0.16)
O (2.17, -4.96, 0.39)
C (0.86, -5.09, 1.06)
C (0.50, -3.90, 2.12)
C (-0.18, -4.45, 3.53)
C (0.82, -4.34, 4.83)
C (1.23, -2.77, 5.16)
C (2.78, -2.56, 5.64)
C (3.07, -0.93, 5.76)
O (2.38, 0.01, 6.46)
O (4.28, -0.45, 5.01)
C (4.59, -1.58, 4.10)
C (4.03, -3.03, 4.68)
N (3.76, -3.79, 3.40)
C (5.23, -3.91, 5.38)
O (5.06, -4.10, 6.84)
O (4.61, -5.32, 7.02)
H (1.41, -2.99, -0.35)
H (3.01, -3.02, 0.66)
H (3.05, -3.59, -1.14)
H (0.91, -6.10, 1.69)
H (-0.05, -5.21, 0.33)
H (-0.32, -3.20, 1.60)
H (1.38, -3.19, 2.41)
H (-0.63, -5.54, 3.42)
H (-1.09, -3.72, 3.76)
H (1.77, -5.02, 4.77)
H (0.19, -4.74, 5.76)
H (0.90, -2.03, 4.28)
H (0.55, -2.45, 6.08)
H (2.75, -2.90, 6.77)
H (5.66, -1.59, 3.60)
H (3.88, -1.33, 3.18)
H (3.57, -4.80, 3.56)
H (4.68, -3.76, 2.87)
H (5.27, -5.00, 4.91)
H (6.28, -3.38, 5.21)
H (4.93, -5.70, 7.89)
C (-4.84, -2.33, -0.54)
C (-3.90, -2.72, 0.59)
C (-4.00, -1.75, 1.76)
O (-2.56, -2.74, 0.11)
H (-4.59, -1.34, -0.92)
H (-4.75, -3.03, -1.37)
H (-5.88, -2.32, -0.20)
H (-4.14, -3.74, 0.93)
H (-3.72, -0.74, 1.45)
H (-3.31, -2.04, 2.56)
H (-5.02, -1.73, 2.17)
H (-2.34, -1.85, -0.20)
C (8.21, -9.03, 7.90)
C (6.93, -8.36, 7.40)
C (6.86, -8.39, 5.88)
O (6.90, -7.01, 7.85)
H (9.09, -8.50, 7.53)
H (8.25, -8.99, 8.99)
H (8.26, -10.07, 7.58)
H (6.06, -8.87, 7.82)
H (7.70, -7.84, 5.43)
H (5.94, -7.90, 5.53)
H (6.87, -9.42, 5.50)
H (7.67, -6.55, 7.48)
C (-9.30, -0.11, -2.42)
C (-8.36, -0.51, -1.29)
C (-8.46, 0.46, -0.13)
O (-7.02, -0.53, -1.78)
H (-9.05, 0.88, -2.81)
H (-9.21, -0.81, -3.26)
H (-10.34, -0.10, -2.09)
H (-8.60, -1.52, -0.95)
H (-8.18, 1.47, -0.44)
H (-7.77, 0.17, 0.67)
H (-9.47, 0.49, 0.28)
H (-6.80, 0.37, -2.09)
C (2.26, -3.17, -6.03)
C (2.57, -2.51, -4.69)
C (3.95, -1.86, -4.70)
O (2.51, -3.49, -3.66)
H (2.98, -3.96, -6.25)
H (1.27, -3.64, -6.01)
H (2.28, -2.44, -6.84)
H (1.81, -1.75, -4.47)
H (4.73, -2.61, -4.88)
H (4.16, -1.40, -3.73)
H (4.02, -1.09, -5.48)
H (3.18, -4.16, -3.85)
C (-3.73, 3.99, -3.59)
C (-4.50, 2.69, -3.44)
C (-4.08, 1.67, -4.50)
O (-5.90, 2.94, -3.57)
H (-3.92, 4.45, -4.57)
H (-4.06, 4.71, -2.83)
H (-2.66, 3.83, -3.48)
H (-4.34, 2.27, -2.44)
H (-4.28, 2.05, -5.51)
H (-4.65, 0.74, -4.39)
H (-3.01, 1.44, -4.41)
H (-6.06, 3.31, -4.46)
C (1.55, 5.47, -4.46)
C (0.07, 5.34, -4.12)
C (-0.40, 6.48, -3.24)
O (-0.15, 4.10, -3.46)
H (2.16, 5.45, -3.55)
H (1.88, 4.64, -5.09)
H (1.75, 6.41, -4.99)
H (-0.52, 5.32, -5.05)
H (0.14, 6.49, -2.29)
H (-1.46, 6.36, -2.99)
H (-0.26, 7.45, -3.73)
H (0.37, 4.11, -2.63)
C (-2.07, 5.30, 1.56)
C (-2.01, 6.18, 0.33)
C (-3.38, 6.30, -0.33)
O (-1.08, 5.64, -0.60)
H (-2.38, 4.28, 1.30)
H (-1.08, 5.21, 2.03)
H (-2.77, 5.69, 2.30)
H (-1.66, 7.18, 0.61)
H (-3.73, 5.32, -0.67)
H (-3.32, 6.93, -1.23)
H (-4.11, 6.73, 0.35)
H (-1.39, 4.76, -0.85)
C (0.11, 10.66, -4.61)
C (0.93, 9.79, -5.55)
C (1.02, 10.41, -6.93)
O (0.32, 8.50, -5.64)
H (-0.92, 10.78, -4.97)
H (0.04, 10.20, -3.62)
H (0.55, 11.65, -4.50)
H (1.93, 9.65, -5.14)
H (0.03, 10.51, -7.38)
H (1.60, 9.76, -7.60)
H (1.49, 11.39, -6.89)
H (-0.57, 8.61, -6.01)

HOMO-LUMO gap ... 9.250 eV
LUMO energy ... 0.37 eV
SMILES ... COCCCCC[C@@H]1C(=O)OC[C@@]1(N)COO.CC(C)O.CC(C)O.CC(C)O.CC(C)O.CC(C)O.CC(C)O.CC(C)O.CC(C)O
Highest occupied orbital energy ... -8.88 eV


A cluster of 10 separate species, C35H88BF4N14O11 in total in a non-equilibrium geometry, computed with ωB97M-V/def2-TZVPD.

Atoms and positions in Å:
B (0.18, 0.76, 0.05)
F (-0.92, 1.61, -0.27)
F (-0.01, -0.07, 1.13)
F (0.47, 0.05, -1.14)
F (1.31, 1.60, 0.29)
C (3.46, 3.93, 3.92)
O (3.70, 2.61, 4.34)
C (2.82, 1.66, 3.73)
C (3.50, 0.88, 2.61)
N (2.68, -0.28, 2.24)
C (3.40, -1.25, 1.42)
C (2.69, -2.58, 1.40)
O (3.43, -3.45, 0.56)
C (2.68, -4.54, 0.10)
H (4.04, 4.65, 4.49)
H (2.42, 4.27, 4.01)
H (3.75, 4.06, 2.87)
H (1.88, 2.13, 3.44)
H (2.65, 0.96, 4.55)
H (4.44, 0.46, 2.98)
H (3.72, 1.56, 1.78)
H (1.90, 0.06, 1.69)
H (4.40, -1.45, 1.81)
H (3.52, -0.87, 0.40)
H (1.65, -2.55, 1.05)
H (2.65, -3.01, 2.41)
H (2.14, -5.02, 0.93)
H (3.39, -5.26, -0.29)
H (1.92, -4.31, -0.66)
C (-1.29, 0.47, 6.99)
O (-1.38, 1.77, 6.41)
C (-0.77, 1.84, 5.11)
C (-1.84, 1.95, 4.06)
N (-2.30, 3.34, 3.87)
C (-3.42, 3.36, 2.93)
C (-3.93, 4.74, 2.64)
O (-4.38, 5.34, 3.83)
C (-4.99, 6.58, 3.65)
H (-1.41, 0.59, 8.07)
H (-0.31, 0.01, 6.87)
H (-2.10, -0.13, 6.57)
H (-0.13, 0.97, 4.94)
H (-0.13, 2.73, 5.14)
H (-2.64, 1.24, 4.30)
H (-1.40, 1.69, 3.09)
H (-2.71, 3.58, 4.78)
H (-4.24, 2.70, 3.27)
H (-3.12, 2.91, 1.97)
H (-4.71, 4.68, 1.87)
H (-3.13, 5.37, 2.21)
H (-4.27, 7.35, 3.36)
H (-5.51, 6.87, 4.56)
H (-5.77, 6.55, 2.87)
C (3.19, -0.24, -2.35)
C (2.40, -1.03, -3.38)
C (1.08, -0.37, -3.76)
C (1.24, 0.74, -4.78)
C (1.92, 0.23, -6.03)
C (3.27, -0.46, -5.77)
N (3.16, -1.34, -4.61)
O (4.42, -1.88, -4.27)
C (3.59, -1.28, -7.01)
C (4.35, 0.63, -5.61)
C (2.03, -2.40, -2.78)
H (2.52, 0.08, -1.54)
H (3.66, 0.68, -2.69)
H (3.98, -0.86, -1.91)
H (0.34, -1.10, -4.07)
H (0.59, 0.07, -2.89)
H (1.83, 1.56, -4.34)
H (0.31, 1.24, -5.07)
H (2.11, 1.04, -6.74)
H (1.26, -0.47, -6.56)
H (2.87, -2.07, -7.20)
H (3.54, -0.65, -7.90)
H (4.59, -1.73, -6.99)
H (4.31, 1.32, -6.45)
H (4.14, 1.24, -4.72)
H (5.36, 0.24, -5.55)
H (1.74, -3.04, -3.61)
H (1.17, -2.32, -2.11)
H (2.88, -2.90, -2.32)
H (4.99, -1.13, -4.01)
C (-1.89, -6.39, -0.47)
C (-2.69, -5.11, -0.67)
C (-2.37, -4.11, 0.44)
C (-1.03, -3.40, 0.26)
C (-0.87, -2.81, -1.12)
C (-1.20, -3.75, -2.28)
N (-2.45, -4.48, -1.98)
O (-2.73, -5.38, -3.03)
C (-1.40, -2.93, -3.54)
C (0.02, -4.68, -2.48)
C (-4.19, -5.41, -0.57)
H (-2.22, -6.97, 0.41)
H (-0.84, -6.21, -0.20)
H (-1.94, -7.13, -1.27)
H (-3.14, -3.34, 0.43)
H (-2.33, -4.63, 1.40)
H (-0.19, -4.07, 0.51)
H (-0.91, -2.68, 1.07)
H (0.14, -2.41, -1.19)
H (-1.50, -1.92, -1.24)
H (-0.77, -2.04, -3.55)
H (-1.16, -3.50, -4.44)
H (-2.45, -2.61, -3.64)
H (0.38, -5.06, -1.53)
H (-0.18, -5.49, -3.18)
H (0.84, -4.06, -2.86)
H (-4.76, -4.52, -0.82)
H (-4.40, -5.82, 0.41)
H (-4.49, -6.15, -1.32)
H (-2.08, -6.10, -2.95)
C (0.82, -1.99, 5.15)
O (0.37, -2.58, 6.11)
N (0.08, -1.65, 4.04)
N (2.11, -1.51, 5.10)
H (0.54, -1.28, 3.23)
H (-0.91, -1.81, 4.03)
H (2.47, -1.09, 4.25)
H (2.72, -1.76, 5.86)
C (-1.25, 1.90, -3.85)
O (-1.62, 2.50, -4.84)
N (-1.87, 0.78, -3.34)
N (-0.17, 2.30, -3.10)
H (-2.51, 0.32, -3.95)
H (-1.39, 0.29, -2.60)
H (0.15, 1.76, -2.31)
H (0.33, 3.13, -3.37)
C (0.79, 4.75, 1.73)
O (0.80, 5.78, 2.39)
N (1.87, 4.31, 0.99)
N (-0.22, 3.83, 1.75)
H (1.83, 3.38, 0.60)
H (2.67, 4.89, 0.85)
H (-1.06, 4.07, 2.25)
H (-0.11, 2.96, 1.27)
C (-4.09, -0.11, 1.00)
O (-5.17, -0.55, 1.36)
N (-3.90, 0.97, 0.18)
N (-2.87, -0.58, 1.45)
H (-4.66, 1.38, -0.33)
H (-2.96, 1.27, -0.02)
H (-2.08, -0.31, 0.89)
H (-2.78, -1.36, 2.07)
C (-2.37, 5.61, -0.95)
O (-3.26, 6.43, -0.78)
N (-1.06, 5.97, -1.17)
N (-2.57, 4.26, -0.79)
H (-0.95, 6.97, -1.08)
H (-0.29, 5.39, -0.88)
H (-1.89, 3.64, -1.20)
H (-3.54, 4.00, -0.79)

HOMO-LUMO gap ... 8.814 eV
LUMO energy ... 2.06 eV
Net charge ... -1
Highest occupied orbital energy ... -6.76 eV


A cluster of 12 separate species, C35H88F6NO37S13 in total in a non-equilibrium geometry, computed with ωB97M-V/def2-TZVPD.

Atoms and positions in Å:
C (-2.25, 1.38, 0.04)
F (-2.07, 1.78, 1.29)
F (-3.00, 0.33, -0.17)
F (-2.86, 2.28, -0.67)
S (-0.57, 1.19, -0.65)
O (-0.81, 0.59, -1.97)
O (-0.15, 2.58, -0.64)
N (0.19, 0.06, 0.37)
S (1.59, 0.56, 0.26)
O (2.06, 0.70, -1.13)
O (1.88, 1.63, 1.19)
C (2.71, -0.94, 0.94)
F (2.50, -2.04, 0.23)
F (4.01, -0.56, 0.89)
F (2.26, -1.18, 2.16)
O (-11.92, -5.35, -0.84)
S (-12.13, -3.92, -1.04)
O (-11.88, -3.28, -2.32)
O (-13.60, -3.49, -0.47)
C (-14.16, -4.33, 0.48)
C (-15.69, -4.07, 0.51)
C (-11.12, -3.12, 0.17)
H (-13.65, -4.25, 1.44)
H (-14.16, -5.38, 0.20)
H (-16.13, -4.49, -0.39)
H (-15.81, -2.99, 0.43)
H (-16.18, -4.49, 1.39)
H (-11.27, -3.60, 1.14)
H (-11.33, -2.05, 0.22)
H (-10.09, -3.28, -0.14)
O (11.39, -3.84, -0.19)
S (11.80, -5.15, 0.38)
O (12.75, -6.04, -0.21)
O (12.29, -4.90, 1.99)
C (12.92, -6.01, 2.72)
C (13.52, -5.42, 3.99)
C (10.22, -6.01, 0.80)
H (13.70, -6.53, 2.17)
H (12.20, -6.82, 2.86)
H (14.53, -5.06, 3.75)
H (13.60, -6.18, 4.76)
H (12.95, -4.55, 4.33)
H (9.88, -6.54, -0.09)
H (9.48, -5.26, 1.09)
H (10.26, -6.82, 1.53)
O (-14.32, 2.31, 5.91)
S (-12.87, 2.32, 6.23)
O (-12.17, 1.09, 6.28)
O (-12.15, 3.43, 5.17)
C (-10.73, 3.65, 5.34)
C (-10.08, 4.02, 4.04)
C (-12.61, 3.19, 7.86)
H (-10.29, 2.79, 5.84)
H (-10.50, 4.52, 5.95)
H (-10.40, 5.02, 3.74)
H (-10.28, 3.36, 3.20)
H (-9.01, 4.09, 4.21)
H (-13.12, 2.63, 8.64)
H (-13.06, 4.19, 7.84)
H (-11.55, 3.33, 8.06)
O (7.66, -4.68, 6.21)
S (7.30, -5.54, 7.37)
O (8.01, -6.83, 7.53)
O (7.22, -4.62, 8.77)
C (6.87, -3.24, 8.63)
C (5.96, -2.86, 9.78)
C (5.48, -6.06, 7.13)
H (6.30, -3.18, 7.70)
H (7.80, -2.68, 8.50)
H (5.02, -3.41, 9.74)
H (5.79, -1.81, 9.54)
H (6.39, -2.97, 10.77)
H (5.24, -6.65, 8.02)
H (5.38, -6.79, 6.32)
H (5.01, -5.09, 7.01)
O (-7.57, 2.89, -9.81)
S (-7.24, 3.56, -8.56)
O (-7.37, 4.99, -8.44)
O (-8.11, 2.78, -7.43)
C (-8.34, 3.39, -6.15)
C (-8.75, 2.28, -5.17)
C (-5.53, 2.98, -7.97)
H (-9.06, 4.20, -6.16)
H (-7.45, 3.85, -5.72)
H (-9.78, 1.91, -5.27)
H (-8.72, 2.57, -4.12)
H (-8.14, 1.38, -5.18)
H (-5.23, 3.67, -7.18)
H (-4.87, 2.96, -8.85)
H (-5.64, 1.99, -7.53)
O (6.33, 8.77, -0.25)
S (5.95, 9.07, -1.65)
O (5.50, 10.43, -2.02)
O (7.25, 8.67, -2.48)
C (7.32, 8.93, -3.86)
C (8.83, 9.10, -4.19)
C (4.74, 7.76, -2.17)
H (6.62, 9.69, -4.20)
H (6.95, 8.01, -4.32)
H (9.34, 9.74, -3.48)
H (8.98, 9.53, -5.18)
H (9.38, 8.16, -4.21)
H (4.54, 7.92, -3.23)
H (3.89, 7.85, -1.49)
H (5.12, 6.74, -2.14)
O (-2.03, -3.43, 6.00)
S (-2.93, -2.43, 6.57)
O (-4.03, -2.80, 7.46)
O (-2.11, -1.25, 7.28)
C (-0.79, -1.00, 6.83)
C (-0.63, 0.51, 6.53)
C (-3.66, -1.52, 5.14)
H (-0.61, -1.59, 5.93)
H (-0.05, -1.32, 7.56)
H (-0.82, 1.19, 7.37)
H (-1.09, 0.93, 5.64)
H (0.38, 0.71, 6.17)
H (-2.98, -1.53, 4.30)
H (-3.99, -0.55, 5.51)
H (-4.58, -2.02, 4.84)
O (7.97, 0.54, -7.28)
S (9.30, 1.03, -6.96)
O (10.09, 1.89, -7.88)
O (9.34, 1.79, -5.46)
C (8.38, 1.40, -4.50)
C (8.72, 2.24, -3.26)
C (10.34, -0.44, -6.62)
H (8.55, 0.35, -4.25)
H (7.37, 1.56, -4.87)
H (8.55, 3.30, -3.48)
H (9.72, 2.06, -2.86)
H (7.96, 1.99, -2.53)
H (10.51, -0.99, -7.54)
H (9.90, -1.04, -5.83)
H (11.27, -0.01, -6.26)
O (2.33, -7.88, -10.04)
S (2.04, -6.41, -10.21)
O (0.66, -5.95, -10.20)
O (2.90, -5.61, -8.98)
C (2.91, -4.21, -9.00)
C (2.85, -3.82, -7.56)
C (2.96, -5.75, -11.64)
H (2.05, -3.85, -9.56)
H (3.80, -3.75, -9.42)
H (2.34, -4.61, -7.01)
H (2.42, -2.83, -7.45)
H (3.78, -3.92, -6.99)
H (4.02, -5.70, -11.40)
H (2.63, -4.72, -11.82)
H (2.81, -6.41, -12.50)
O (-4.47, -5.28, -0.24)
S (-3.48, -6.17, -0.83)
O (-3.61, -7.67, -0.74)
O (-3.46, -5.82, -2.42)
C (-3.64, -4.45, -2.85)
C (-3.36, -4.29, -4.35)
C (-1.74, -5.50, -0.40)
H (-2.95, -3.83, -2.29)
H (-4.64, -4.12, -2.58)
H (-3.98, -4.90, -4.99)
H (-2.36, -4.48, -4.73)
H (-3.53, -3.23, -4.52)
H (-1.30, -6.32, 0.17)
H (-1.96, -4.78, 0.39)
H (-1.22, -5.20, -1.30)
O (-2.05, 10.62, 3.69)
S (-1.08, 9.60, 3.44)
O (-0.11, 9.74, 2.34)
O (-0.17, 9.29, 4.82)
C (0.79, 8.24, 4.86)
C (1.63, 8.35, 6.12)
C (-1.93, 7.88, 3.29)
H (1.36, 8.55, 3.99)
H (0.46, 7.22, 4.63)
H (1.85, 9.40, 6.29)
H (2.55, 7.79, 5.92)
H (1.06, 7.93, 6.95)
H (-2.58, 7.83, 4.16)
H (-1.16, 7.11, 3.29)
H (-2.55, 7.85, 2.39)

HOMO-LUMO gap ... 8.268 eV
Relative energy (zero: lowest compared OMol25 entry of this formula, charge and spin) ... 1023.1 kJ/mol
LUMO energy ... 1.32 eV
Net charge ... -1
Highest occupied orbital energy ... -6.95 eV